Entry 1:
{
  "formula": "C17H24Cl2N2O6S",
  "method": "ωB97M-V/def2-TZVPD",
  "fmax_ha_per_bohr": 0.019,
  "e_homo_ev": -8.5,
  "relative_energy_kcal_mol": 0.0,
  "energy_ha": -2541.7207,
  "lumo_ev": 0.578,
  "homo_lumo_gap_ev": 9.084,
  "smiles": "CCN(CC)C(=O)CS(=O)(=O)CC(=O)Nc1cc(OCCOC)c(Cl)cc1Cl",
  "elements": ["C", "H", "H", "H", "C", "N", "C", "O", "C", "H", "H", "S", "O", "O", "C", "C", "O", "N", "C", "C", "C", "C", "C", "C", "Cl", "H", "Cl", "O", "C", "C", "O", "C", "H", "H", "H", "H", "H", "H", "H", "H", "H", "H", "H", "C", "C", "H", "H", "H", "H", "H", "H", "H"],
  "xyz": [[1.25788, 0.38517, 1.48094], [2.31440, 0.33691, 1.73137], [1.02156, -0.46031, 0.84170], [1.08260, 1.29167, 0.91030], [0.43164, 0.36005, 2.76706], [-1.00055, 0.35013, 2.54782], [-1.72808, -0.76432, 2.35869], [-2.93500, -0.75134, 2.19276], [-1.01080, -2.09895, 2.37769], [-0.06137, -2.12617, 1.85387], [-0.89358, -2.46643, 3.39557], [-2.10560, -3.32662, 1.56370], [-1.21249, -4.34398, 1.04695], [-3.12273, -3.77130, 2.46083], [-2.84274, -2.55551, 0.07259], [-1.79031, -1.72704, -0.62094], [-1.95168, -0.55727, -0.89648], [-0.64959, -2.43006, -0.86721], [0.55973, -1.89315, -1.31217], [0.59940, -0.72720, -2.07101], [1.80318, -0.13270, -2.42236], [2.99363, -0.77640, -2.05548], [2.97145, -1.96353, -1.34921], [1.76150, -2.51525, -0.96254], [1.74413, -3.96986, -0.01292], [3.89586, -2.44690, -1.07993], [4.49683, -0.06484, -2.49309], [1.92921, 1.02194, -3.11067], [0.80222, 1.84216, -3.33655], [0.19190, 2.42762, -2.04286], [1.13753, 2.73544, -1.05025], [2.07441, 3.72613, -1.41093], [2.77259, 3.36341, -2.17039], [2.62659, 3.96500, -0.50395], [1.57037, 4.62725, -1.77949], [-0.47986, 1.71035, -1.56905], [-0.38494, 3.32305, -2.32164], [1.19130, 2.64420, -3.96932], [0.02222, 1.30853, -3.89204], [-0.33629, -0.28426, -2.35839], [-0.59046, -3.36038, -0.44398], [-3.16228, -3.40218, -0.53089], [-3.68422, -1.94062, 0.37593], [-1.70971, 1.62095, 2.50255], [-1.73753, 2.22761, 1.10439], [-2.10636, 1.48946, 0.39671], [-2.40541, 3.08477, 1.09465], [-0.74879, 2.55403, 0.79454], [-1.23817, 2.30386, 3.21326], [-2.73369, 1.42015, 2.82688], [0.70559, -0.51329, 3.36541], [0.66455, 1.25001, 3.35755]]
}

---

Entry 2:
{
  "formula": "C17H24F2N4O2",
  "method": "ωB97M-V/def2-TZVPD",
  "fmax_ha_per_bohr": 0.111,
  "e_homo_ev": -9.1,
  "relative_energy_kcal_mol": 93.6,
  "energy_ha": -1231.2974,
  "lumo_ev": 0.632,
  "homo_lumo_gap_ev": 9.713,
  "smiles": "CC(F)(F)C[C@H](NC(=O)N1CCC2(CC1)CC2)C(=O)NC1(C#N)CC1",
  "elements": ["N", "O", "O", "F", "F", "C", "C", "C", "N", "N", "N", "C", "C", "C", "C", "C", "C", "C", "C", "C", "C", "C", "C", "C", "C", "H", "H", "H", "H", "H", "H", "H", "H", "H", "H", "H", "H", "H", "H", "H", "H", "H", "H", "H", "H", "H", "H", "H", "H"],
  "xyz": [[0.32964, 2.34175, -5.80946], [0.79976, -1.08821, -1.58185], [-1.16877, 2.92751, -1.86563], [-3.05801, 0.00431, 1.22072], [-2.64235, 2.10099, 0.89072], [0.70639, 2.35980, -4.69715], [0.45892, -0.72768, -0.46798], [-0.69999, 1.72712, -1.84694], [1.39162, -0.85697, 0.51930], [0.58037, 1.51075, -2.40506], [-0.71798, 0.03577, -0.30231], [-4.81602, 1.44273, 0.54405], [1.20750, -0.12316, 1.78824], [2.45653, -1.98165, 0.47250], [1.50162, 3.80073, -2.71449], [2.60932, 2.87537, -3.21884], [0.53770, -1.18488, 2.70520], [2.55335, -2.79751, 1.76937], [1.20693, -3.62079, 3.88733], [0.24837, -3.73401, 2.72943], [-3.33585, 1.07303, 0.42615], [1.16238, 2.48832, -3.32345], [1.31522, -2.60883, 2.68802], [-3.02809, 0.71429, -1.04184], [-1.52998, 0.52822, -1.40255], [0.98962, 0.54571, -2.45053], [-0.79444, 0.53167, 0.55881], [-5.36777, 0.52606, 0.49224], [-5.16226, 1.83575, 1.51598], [-5.14737, 2.05253, -0.19484], [2.21110, 0.11882, 2.20186], [0.53313, 0.73949, 1.80264], [2.30273, -2.75066, -0.32028], [3.41712, -1.51977, 0.34205], [1.53623, 4.03355, -1.64538], [1.13651, 4.66900, -3.26529], [3.03170, 2.24896, -2.49090], [3.08069, 2.85301, -4.24035], [0.54198, -0.79854, 3.67015], [-0.55213, -1.38989, 2.53453], [3.46739, -2.50628, 2.31999], [2.73697, -3.85108, 1.38726], [0.90969, -3.17857, 4.78356], [1.87756, -4.54744, 4.09294], [-0.80395, -3.47726, 2.97242], [0.49070, -4.61760, 2.13975], [-3.61818, -0.14944, -1.41810], [-3.25491, 1.61260, -1.61023], [-1.63070, -0.18764, -2.14175]]
}

---

Entry 3:
{
  "formula": "C17H24F5KN3NbO",
  "method": "ωB97M-V/def2-TZVPD",
  "fmax_ha_per_bohr": 0.051,
  "e_homo_ev": [-15.2, -15.2],
  "energy_ha": -2057.1988,
  "lumo_ev": [-11.240, -11.243],
  "homo_lumo_gap_ev": [3.955, 3.953],
  "charge": 2,
  "elements": ["N", "C", "O", "K", "Nb", "N", "N", "C", "C", "C", "C", "C", "C", "C", "C", "H", "H", "H", "H", "H", "H", "H", "H", "H", "H", "H", "H", "H", "H", "H", "H", "H", "H", "C", "H", "H", "H", "C", "H", "H", "H", "F", "C", "C", "C", "F", "C", "F", "C", "F", "C", "F"],
  "xyz": [[1.61124, 0.69554, 0.28089], [3.16907, 2.90489, 1.08456], [3.78926, 2.58322, 1.99977], [2.46416, 0.18817, 2.59611], [0.04345, -0.03318, -0.04887], [0.47447, -2.03703, -0.28127], [-0.48872, 0.73793, -1.88694], [1.37294, -2.66538, -1.25437], [0.13468, 1.75697, -2.72655], [1.61691, -4.14077, -0.92110], [0.72572, -2.53409, -2.63440], [2.74095, -1.97453, -1.26040], [0.17888, 3.08791, -1.97420], [-0.62218, 1.97177, -4.03991], [1.56991, 1.34082, -3.03621], [1.83106, -4.25498, 0.14664], [2.49103, -4.48478, -1.48611], [0.76666, -4.76975, -1.19979], [-0.21935, -3.09023, -2.66568], [1.39306, -2.94215, -3.40223], [0.50362, -1.48162, -2.87298], [2.68419, -0.87809, -1.27804], [3.30236, -2.31614, -2.14376], [3.30217, -2.25101, -0.35621], [-0.83459, 3.42024, -1.71865], [0.64323, 3.84367, -2.62042], [0.76912, 2.99495, -1.05316], [-1.59522, 2.44510, -3.86936], [-0.76045, 1.03251, -4.58710], [-0.03076, 2.65001, -4.66612], [2.02024, 2.10357, -3.68537], [1.58957, 0.37494, -3.55917], [2.16143, 1.25758, -2.11625], [-0.67236, -2.81769, 0.18523], [-0.98448, -2.49037, 1.19083], [-1.56641, -2.76229, -0.46762], [-0.39852, -3.88038, 0.26907], [-1.92689, 0.52778, -2.02920], [-2.32650, -0.05577, -1.17592], [-2.49845, 1.47369, -2.06361], [-2.16589, -0.04595, -2.94283], [-1.59486, 2.72872, 0.73153], [-1.56084, 1.96618, 1.86462], [-0.98678, 0.69049, 1.82911], [-0.84214, 0.02614, 3.04867], [0.05267, -1.04549, 3.14305], [-1.37428, 0.52374, 4.23739], [-1.21571, -0.15125, 5.40245], [-1.97290, 1.78638, 4.23255], [-2.40905, 2.32760, 5.38785], [-2.03756, 2.52687, 3.04919], [-2.49500, 3.79760, 3.07126]]
}

---

Entry 4:
{
  "formula": "C17H24F5N3ORbSV",
  "method": "ωB97M-V/def2-TZVPD",
  "fmax_ha_per_bohr": 0.066,
  "e_homo_ev": [-15.0, -15.0],
  "relative_energy_kcal_mol": 0.0,
  "energy_ha": -2766.6828,
  "lumo_ev": [-8.974, -8.970],
  "homo_lumo_gap_ev": [5.979, 5.983],
  "charge": 2,
  "elements": ["N", "C", "O", "Rb", "V", "N", "N", "C", "C", "C", "C", "C", "C", "C", "C", "H", "H", "H", "H", "H", "H", "H", "H", "H", "H", "H", "H", "H", "H", "H", "H", "H", "H", "C", "H", "H", "H", "C", "H", "H", "H", "F", "C", "C", "F", "C", "F", "C", "S", "C", "F", "C", "F"],
  "xyz": [[1.47963, -0.31684, -0.14626], [2.36153, -0.48134, 0.69027], [3.20644, -0.63714, 1.50718], [0.02946, 0.74468, -3.56172], [-0.41034, -0.03627, -0.37339], [-1.10365, -1.54719, -1.24576], [-0.57007, 1.59349, -1.27888], [-0.56684, -2.91094, -0.93979], [0.16238, 2.90710, -1.25851], [0.69086, -3.12320, -1.78254], [-1.58011, -4.01918, -1.23744], [-0.21420, -3.00881, 0.54086], [-0.07611, 3.68795, -2.57270], [-0.34226, 3.74377, -0.07806], [1.65092, 2.60297, -1.12149], [0.46159, -3.08691, -2.85744], [1.12263, -4.10848, -1.56015], [1.44996, -2.35824, -1.56284], [-2.53116, -3.83010, -0.72409], [-1.18607, -4.97540, -0.86745], [-1.77253, -4.15050, -2.30875], [0.61904, -2.35714, 0.82352], [0.09253, -4.04174, 0.75643], [-1.08029, -2.76911, 1.16977], [0.62879, 3.41577, -3.38246], [0.11818, 4.75098, -2.38420], [-1.11577, 3.61397, -2.93269], [-1.34186, 4.15480, -0.27703], [0.33987, 4.58967, 0.09491], [-0.37558, 3.15770, 0.84836], [1.88436, 2.14340, -0.15358], [2.21044, 3.54845, -1.18444], [2.04288, 1.93723, -1.91565], [-2.03201, 1.65044, -1.39948], [-2.46793, 0.78645, -0.86155], [-2.44607, 2.56063, -0.93387], [-2.39020, 1.64438, -2.45323], [-1.94999, -1.50599, -2.46178], [-2.75069, -2.26081, -2.39434], [-2.48011, -0.54418, -2.59939], [-1.37653, -1.74048, -3.38806], [2.94963, -0.15149, 5.90610], [1.98126, -0.05026, 4.97853], [1.85214, 1.12012, 4.22889], [2.70385, 2.14677, 4.42389], [0.86253, 1.20851, 3.26199], [0.79494, 2.34827, 2.51514], [-0.01250, 0.14386, 3.00819], [-1.24135, 0.23144, 1.74969], [0.11087, -1.00392, 3.81095], [-0.73936, -2.04752, 3.63041], [1.10723, -1.11641, 4.76946], [1.23967, -2.25322, 5.48451]]
}

---

Entry 5:
{
  "formula": "C17H24MgN4O5",
  "method": "ωB97M-V/def2-TZVPD",
  "fmax_ha_per_bohr": 0.141,
  "e_homo_ev": [-7.0, -7.0],
  "relative_energy_kcal_mol": 45.5,
  "energy_ha": -1457.3907,
  "lumo_ev": [-0.904, -0.904],
  "homo_lumo_gap_ev": [6.086, 6.082],
  "elements": ["O", "H", "Mg", "N", "N", "O", "O", "C", "C", "C", "C", "H", "H", "H", "H", "H", "H", "H", "H", "O", "H", "H", "C", "H", "H", "H", "O", "H", "H", "C", "C", "N", "C", "C", "C", "C", "C", "C", "C", "C", "C", "N", "C", "H", "H", "H", "H", "H", "H", "H", "H"],
  "xyz": [[1.26235, -5.11358, -2.05423], [0.69975, -4.96701, -2.84943], [0.09115, -0.49341, -0.48531], [0.44911, -0.87540, 1.75049], [1.90924, -2.04792, -0.18775], [-0.01195, -0.35955, 2.99255], [2.95006, -2.04045, -1.00216], [1.27771, -1.85971, 2.10368], [2.08742, -2.49068, 1.09990], [1.34579, -2.24612, 3.54087], [3.14750, -3.48598, 1.34161], [0.35457, -2.62068, 3.84925], [1.58843, -1.38780, 4.18606], [2.09299, -3.04582, 3.72313], [3.67219, -3.70337, 0.41569], [2.69165, -4.38889, 1.71595], [3.85331, -3.13134, 2.07760], [-0.46880, 0.45422, 2.73864], [1.21896, -4.10136, -1.87021], [1.19292, -0.49012, -2.12906], [1.27255, 0.36864, -2.58968], [2.10128, -0.91833, -2.13450], [-1.38063, -1.57795, -0.55552], [-0.79923, -2.10511, -1.36849], [-0.89639, -2.43570, 0.08082], [-2.36832, -2.05577, -0.80666], [-3.02546, -0.67387, 3.42057], [-2.10747, -0.99427, 3.36151], [-3.49130, -1.10136, 2.64383], [1.80363, 3.26848, 1.11812], [1.53236, 1.91778, 0.87426], [0.54302, 1.50944, 0.06117], [-0.22201, 2.43959, -0.55974], [-0.00785, 3.83950, -0.36577], [1.01849, 4.22967, 0.50925], [-0.84876, 4.77442, -1.05962], [-1.86602, 4.36797, -1.89997], [-2.17830, 2.98317, -2.07352], [-3.25599, 2.48633, -2.83738], [-3.50568, 1.12669, -2.89746], [-2.62221, 0.25393, -2.25939], [-1.57157, 0.72251, -1.59339], [-1.33375, 2.02479, -1.41980], [2.62755, 3.53374, 1.77610], [2.11048, 1.12259, 1.32601], [1.15757, 5.29404, 0.68204], [-0.65571, 5.84309, -0.89743], [-2.47839, 5.09652, -2.44391], [-3.87816, 3.20188, -3.36155], [-4.34140, 0.68503, -3.42184], [-2.73664, -0.83247, -2.26535]]
}